Record 1
Here is one molecule with the formula C4H5NO in a non-equilibrium geometry from the OMol25 dataset. Energies are from ωB97M-V/def2-TZVPD.

Values from the calculation:
frontier orbital gap	9.6621	eV
structure (SMILES)	Cc1ccno1
E_HOMO	-9.39	eV
DFT total energy	-7761.850	eV
energy relative to the best compared isomer or geometry (same formula, charge and spin)	451.2	kJ/mol
LUMO energy	0.27	eV

ORCA input file:
```
! wB97M-V def2-TZVPD RIJCOSX def2/J DEFGRID3
* xyz 0 1
C -1.6593 -0.2085 0.1297
C -0.2209 0.6239 0.4829
C 0.8957 1.0226 -0.2738
C 1.6949 -0.1489 -0.3005
N 1.1940 -1.1260 0.4129
O 0.1200 -0.5970 1.0009
H -2.3354 -0.1291 0.9749
H -1.9619 0.2698 -0.7756
H -1.5374 -1.3100 -0.0790
H 1.1990 1.9609 -0.7428
H 2.6113 -0.3577 -0.8295
*
```

natural (NBO) atomic charge list, values in e, 4 entries: -0.549, 0.226, -0.346, -0.061

Record 2
Here is C3H5LaO3 as an isolated structure in a non-equilibrium geometry from the OMol25 dataset. Energies are from ωB97M-V/def2-TZVPD.

Values from the calculation:
frontier orbital gap	5.2576	eV
E_HOMO	-16.05	eV
DFT total energy	-10172.489	eV
energy relative to the best compared isomer or geometry (same formula, charge and spin)	287.1	kJ/mol
LUMO energy	-10.80	eV

ORCA input file:
```
! wB97M-V def2-TZVPD RIJCOSX def2/J DEFGRID3
* xyz 2 1
H 1.0055 1.7842 1.8500
O 1.3552 -0.4277 0.2180
C 1.0368 0.8892 0.0727
C 0.2039 -1.2671 0.0542
O 0.2747 1.3067 1.3920
O -0.2012 0.8393 -0.7791
C -0.5459 -0.5395 -1.0416
H -0.3734 -1.3192 0.9885
H 0.5424 -2.2674 -0.2316
H -1.6323 -0.6657 -0.9974
H -0.1794 -0.8050 -2.0410
La -1.4861 2.4721 0.5153
*
```

Mulliken atomic charge list, values in e, 4 entries: 0.465, -0.178, -0.082, -0.305

Record 3
Here is one molecule with the formula C28H30N4O5 from the OMol25 dataset. Energies are from ωB97M-V/def2-TZVPD.

Values from the calculation:
frontier orbital gap	8.3531	eV
structure (SMILES)	CC(C)[C@@H](C(=O)N[C@@H](Cc1ccccc1)C(=O)O)N1C(=O)N2CCc3c([nH]c4ccccc34)[C@@]2(C)C1=O
E_HOMO	-7.82	eV
DFT total energy	-45725.036	eV
energy relative to the best compared isomer or geometry (same formula, charge and spin)	0.5	kJ/mol
LUMO energy	0.53	eV

ORCA input file:
```
! wB97M-V def2-TZVPD RIJCOSX def2/J DEFGRID3
* xyz 0 1
C -2.4395 -4.0799 0.3086
C -2.6901 -2.6377 0.7510
C -4.1830 -2.3311 0.6738
C -1.8537 -1.6854 -0.1302
C -1.9159 -0.2178 0.3253
O -1.0173 0.3055 0.9468
N -3.0310 0.4380 -0.0509
C -3.2851 1.8001 0.3431
C -2.9580 2.7883 -0.8024
C -1.5089 2.6449 -1.1733
C -0.5329 3.3269 -0.4583
C 0.8040 3.1645 -0.7677
C 1.1782 2.3163 -1.7956
C 0.2145 1.6168 -2.4995
C -1.1234 1.7799 -2.1873
C -4.7416 1.9393 0.7369
O -5.5823 1.1055 0.5265
O -4.9995 3.1095 1.3176
N -0.4563 -2.0564 -0.1084
C 0.3069 -2.1165 -1.2882
O -0.1495 -2.0293 -2.4008
N 1.5873 -2.3644 -0.9232
C 2.7234 -2.1612 -1.7917
C 3.2808 -0.7312 -1.6855
C 3.1365 -0.2147 -0.2894
C 2.4266 -0.8521 0.6887
N 2.3953 -0.1055 1.8330
C 3.0681 1.0599 1.6003
C 3.2980 2.1475 2.4322
C 4.0419 3.1934 1.9295
C 4.5594 3.1603 0.6314
C 4.3387 2.0858 -0.1999
C 3.5760 1.0194 0.2760
C 1.7612 -2.1804 0.5062
C 2.5172 -3.3272 1.1779
C 0.3212 -2.0970 1.0095
O -0.0250 -2.1150 2.1637
H -3.0353 -4.7617 0.9102
H -2.7127 -4.2098 -0.7369
H -1.3936 -4.3507 0.4281
H -2.3501 -2.5197 1.7837
H -4.5308 -2.3626 -0.3575
H -4.4251 -1.3627 1.1020
H -4.7327 -3.0844 1.2335
H -2.1706 -1.7607 -1.1778
H -3.7689 -0.0300 -0.5542
H -2.6393 2.0285 1.1982
H -3.5965 2.5610 -1.6588
H -3.1720 3.8000 -0.4560
H -0.8248 3.9885 0.3448
H 1.5600 3.6922 -0.2056
H 2.2235 2.2075 -2.0398
H 0.4947 0.9368 -3.2908
H -1.8716 1.2302 -2.7407
H -5.9416 3.1834 1.5410
H 2.3962 -2.3728 -2.8108
H 3.4880 -2.8885 -1.5048
H 4.3264 -0.7216 -2.0018
H 2.7230 -0.0753 -2.3594
H 1.8038 -0.3098 2.6218
H 2.9011 2.1713 3.4360
H 4.2334 4.0573 2.5491
H 5.1434 3.9985 0.2798
H 4.7474 2.0653 -1.1998
H 3.5782 -3.2752 0.9473
H 2.3830 -3.2519 2.2540
H 2.1209 -4.2820 0.8393
*
```

natural (NBO) atomic charge list, values in e, 4 entries: -0.603, -0.235, -0.615, -0.093

Record 4
Here is a 2-piece molecular cluster, C6H14N2O2 overall in a non-equilibrium geometry from the OMol25 dataset. Energies are from ωB97M-V/def2-TZVPD.

Values from the calculation:
frontier orbital gap	10.0600	eV
structure (SMILES)	CNC(C)=O.CNC(C)=O
E_HOMO	-9.38	eV
DFT total energy	-13524.956	eV
energy relative to the best compared isomer or geometry (same formula, charge and spin)	64.5	kJ/mol
LUMO energy	0.68	eV

ORCA input file:
```
! wB97M-V def2-TZVPD RIJCOSX def2/J DEFGRID3
* xyz 0 1
C 1.3713 -0.9412 1.7590
N -0.0207 -0.8808 1.3282
C -0.9625 -1.0615 2.2980
C -2.3058 -1.6215 1.8204
O -0.7125 -0.8579 3.4684
H 1.7751 0.0529 2.0005
H 1.4479 -1.4692 2.7048
H 1.9652 -1.2731 0.9306
H -0.1878 -1.1542 0.3723
H -2.1271 -2.6831 1.6628
H -2.9471 -1.5150 2.6920
H -2.6882 -1.0372 0.9910
C -1.2628 1.3730 -2.6354
N 0.0541 1.7386 -2.1019
C 0.8128 0.7423 -1.5779
C 2.1918 1.0723 -1.0501
O 0.4570 -0.4283 -1.6704
H -1.7435 2.2915 -2.9555
H -1.1150 0.6424 -3.4254
H -1.8591 0.8848 -1.8723
H 0.2764 2.6932 -1.8875
H 2.1347 1.0635 0.0365
H 2.8847 0.3506 -1.4554
H 2.5613 2.0180 -1.4328
*
```

natural (NBO) atomic charge list, values in e, 4 entries: -0.422, -0.637, 0.681, -0.713

Record 5
Here is a 2-piece molecular cluster, C4H12S2 overall in a non-equilibrium geometry from the OMol25 dataset. Energies are from ωB97M-V/def2-TZVPD.

Values from the calculation:
frontier orbital gap	10.0089	eV
structure (SMILES)	CCS.CCS
E_HOMO	-9.19	eV
DFT total energy	-26012.449	eV
energy relative to the best compared isomer or geometry (same formula, charge and spin)	64.5	kJ/mol
LUMO energy	0.82	eV

ORCA input file:
```
! wB97M-V def2-TZVPD RIJCOSX def2/J DEFGRID3
* xyz 0 1
C -2.8145 0.9821 -15.4533
C -2.8397 1.4489 -13.9869
S -1.9174 0.2715 -12.9539
H -3.5028 1.5415 -16.1091
H -3.1466 -0.0688 -15.4094
H -1.8043 1.0137 -15.8950
H -2.5364 2.4975 -13.8028
H -3.8857 1.3358 -13.6428
H -0.9571 0.3362 -13.9005
C 0.2117 3.1045 -15.4921
C -0.7972 3.6447 -16.5481
S -0.0172 5.1531 -17.2484
H -0.0899 2.1996 -14.9383
H 0.5181 3.8759 -14.7657
H 1.0783 2.8556 -16.1275
H -0.7429 2.9634 -17.4190
H -1.8367 3.6233 -16.1683
H -0.3580 5.9232 -16.1932
*
```

natural (NBO) atomic charge list, values in e, 4 entries: -0.628, -0.523, -0.029, 0.216

Q: The highest E_HOMO belongs to which entry?
A: C28H30N4O5